[1]
{
  "formula": "C9H15NSSi",
  "method": "wB97M-V/def2-TZVPD",
  "homo_energy_ev": -8.68,
  "smiles": "C/C(=N\\[Si](C)(C)C)c1cccs1",
  "e_above_lowest_kj_mol": 0.0,
  "elements": ["H", "H", "H", "H", "H", "C", "H", "C", "H", "H", "H", "C", "H", "C", "H", "H", "C", "H", "S", "C", "H", "C", "H", "Si", "C", "N", "C"],
  "coordinates": [[-2.132333, -1.694187, -2.223021], [0.309235, 2.168608, -1.683078], [1.486423, -0.937042, 0.526545], [-2.464580, 0.090673, -2.649963], [1.533939, 0.872766, 3.521648], [0.236013, 0.484356, 1.187663], [-1.596630, 3.488586, 4.626382], [0.579498, 1.277415, -2.317287], [2.382055, 0.554675, 1.372904], [1.646521, 1.169895, -2.230474], [-2.702499, -0.669733, -1.071901], [0.221697, 2.279796, 4.392982], [1.451934, -0.814894, 2.324700], [-1.002956, 2.780204, 4.056683], [0.447013, 1.589534, -3.355365], [0.713355, 2.436175, 5.414236], [0.613647, 1.402464, 3.381297], [1.427004, -1.766461, -2.764492], [-1.602057, 2.213270, 2.532261], [0.582924, -1.798101, -2.068652], [1.046359, -2.464660, -1.378873], [-2.122275, -0.613754, -1.936340], [-0.192068, -2.311404, -2.595935], [-0.301139, -0.206259, -1.560274], [-0.196294, 1.290624, 2.281233], [-0.386878, 0.430552, 0.038939], [1.588918, -0.266352, 1.420672]],
  "forces_ev_per_angstrom": [[-0.2, 1.0, -0.7], [0.2, -0.8, -0.6], [1.3, 0.4, 0.9], [-0.9, 0.3, -0.8], [0.3, -0.2, -0.3], [-0.4, -1.0, -3.6], [0.0, -0.2, -0.1], [-0.8, 1.3, 0.1], [-0.7, -1.7, 0.2], [0.6, -0.3, 0.3], [-1.0, 0.7, 1.6], [-0.8, 0.3, 1.4], [0.8, -0.4, 0.7], [-0.7, 0.6, 0.0], [-0.4, -0.3, -0.1], [-0.6, -0.2, -1.9], [1.3, -0.2, 0.5], [-0.2, 0.9, -0.3], [0.0, 0.6, 0.3], [0.8, 0.4, -0.5], [-0.3, -0.5, 1.3], [2.2, -1.6, -0.5], [-0.4, -0.8, -0.3], [0.1, 0.2, 0.1], [0.6, 0.2, 1.6], [0.9, 0.1, 3.3], [-1.8, 1.3, -2.5]]
}

[2]
{
  "formula": "C2HFINO2",
  "method": "wB97M-V/def2-TZVPD",
  "homo_energy_ev": [-10.20, -10.20],
  "e_above_lowest_kj_mol": 513.4,
  "elements": ["N", "H", "C", "I", "O", "F", "O", "C"],
  "coordinates": [[-1.301053, 1.784834, 0.000853], [0.369137, -0.910730, 0.455335], [-2.417478, -0.510515, 0.081415], [-4.555116, -0.130583, -0.186266], [-0.639571, 2.316654, -0.842902], [-2.178847, -1.819439, 0.193212], [-1.950227, 2.308416, 0.866384], [-1.454070, 0.418295, -0.073054]],
  "forces_ev_per_angstrom": [[-1.0, 0.1, -0.5], [-2.2, 1.8, -0.8], [0.1, 1.4, -0.8], [1.5, -0.1, 0.3], [1.0, 0.8, -0.6], [0.0, 1.0, -0.1], [-0.5, 1.1, 1.1], [1.0, -6.1, 1.4]]
}

[3]
{
  "formula": "C46H45N4O5PSSr",
  "method": "wB97M-V/def2-TZVPD",
  "homo_energy_ev": -7.29,
  "e_above_lowest_kj_mol": 183.1,
  "elements": ["C", "H", "H", "H", "C", "N", "C", "C", "C", "C", "C", "H", "H", "H", "H", "C", "C", "C", "O", "H", "O", "H", "C", "H", "H", "C", "H", "C", "H", "O", "C", "H", "C", "C", "H", "C", "H", "H", "C", "O", "C", "H", "N", "C", "C", "H", "C", "O", "H", "C", "C", "C", "C", "C", "N", "H", "C", "C", "C", "C", "H", "H", "H", "H", "H", "C", "H", "H", "H", "H", "C", "H", "C", "Sr", "C", "C", "C", "C", "P", "H", "C", "C", "C", "H", "C", "H", "C", "H", "H", "N", "H", "H", "C", "H", "H", "H", "C", "H", "C", "S", "H", "H", "H"],
  "coordinates": [[-2.495263, -2.116543, -1.413646], [0.174037, -2.259542, -0.408176], [-0.352596, -1.717775, 3.408532], [4.892983, -0.281878, 1.487769], [-1.939568, 5.523617, -1.227831], [-1.462226, -1.346361, -2.194469], [-1.254678, 3.358009, -0.481722], [2.887115, -0.229682, 0.711142], [-0.845744, 3.320714, -6.315833], [-2.047123, -2.363954, 0.109948], [1.316622, -2.333057, 6.814284], [-0.173330, -3.001842, 1.169186], [-4.041452, 5.779424, -1.593221], [2.808887, -1.193917, -6.723524], [-3.429991, -1.554858, -1.414724], [-2.567517, 2.923301, -0.537814], [-3.578679, 3.790835, -0.928315], [0.640993, -0.478309, -4.197966], [-1.877279, 0.596831, 1.470859], [-0.191999, -4.454501, 4.641796], [2.805401, -1.543162, 4.468451], [-0.146393, 1.556414, 2.836498], [4.044482, 0.341408, 1.225867], [-1.958836, -4.008532, 9.230831], [3.081493, 4.986746, -2.684830], [-2.805828, 2.976467, -4.968797], [-3.859165, 3.138569, -4.779466], [-0.694017, 2.008474, -4.289124], [-2.173856, -1.409641, 0.688689], [-2.245230, -0.883017, 3.100274], [0.984928, -2.937539, 5.609843], [-1.260276, -5.199737, 6.734996], [-1.111180, -2.050083, -3.198126], [1.882549, 3.233140, -2.966499], [-2.832449, -4.371254, 0.467467], [1.333150, -2.561321, -5.977369], [-0.484447, -3.869684, -0.314904], [-1.220511, 1.517376, 4.240838], [-2.627514, -3.413588, -2.224758], [1.654747, -3.381742, 3.172121], [-0.893609, -4.246532, 9.246860], [-2.786526, 4.115269, -6.783848], [0.547629, -1.243472, 3.515408], [2.006348, -1.353252, -6.014433], [-0.932037, 4.657966, -0.826547], [2.898547, -1.309900, 0.565448], [1.657713, -0.337764, -5.137249], [-1.743646, -3.219897, -3.365104], [-0.151093, -0.284140, 5.256926], [-0.695677, 0.899686, 3.507723], [-2.976979, -3.347875, 0.817594], [3.059271, 3.904570, -2.653664], [4.144552, 1.803944, -2.238887], [-1.712047, 0.149248, 2.667842], [0.761918, 2.844076, 0.392040], [-3.629423, -3.588871, -2.605413], [1.855225, 1.863871, 0.653581], [1.720744, 0.505324, 0.408315], [-2.049649, 2.223615, -4.073985], [-0.538546, -4.390730, 6.757907], [-0.803850, -5.326256, 9.374871], [-4.604917, 3.446099, -0.958638], [1.000524, 3.809609, -3.220902], [-2.818783, 1.913893, -0.236187], [-2.529176, 1.812549, -3.194150], [2.999427, 2.488815, 1.134811], [-0.212927, -3.683760, -5.017613], [1.600639, -3.361728, -6.654333], [2.053963, -1.542265, 6.832696], [0.102403, 4.973409, -0.785485], [1.829217, 1.841203, -2.929414], [-2.282107, -4.301007, -1.699319], [2.970459, 1.137040, -2.547228], [-0.674801, -0.371238, -0.192366], [-0.222440, -3.792644, 7.978488], [0.714029, -2.768749, 7.988131], [0.049551, -3.973348, 5.580367], [4.112321, 1.719296, 1.430149], [0.222800, 0.985510, -3.073245], [2.214185, 0.590042, -5.170260], [0.266429, -0.005169, 4.286105], [4.192292, 3.191225, -2.294290], [-2.204420, 3.524127, -6.087853], [3.011797, 3.566663, 1.256205], [-3.262706, 5.095782, -1.280156], [-0.457824, -3.765025, 10.121254], [-0.034791, -1.722959, -4.172622], [2.946766, 0.056984, -2.461943], [5.106096, 3.713701, -2.041100], [-0.252147, 2.357219, -0.116636], [5.010712, 2.179549, 1.822960], [-2.786618, -3.304867, 1.888910], [-0.101262, 2.569573, -5.423973], [-0.368239, 3.751488, -7.186650], [1.195827, 0.535008, 4.446831], [0.957663, 2.432191, -5.604196], [0.315562, -2.742540, -5.057311], [5.012999, 1.238562, -1.927490], [-0.547832, -2.886443, 0.151632], [1.639110, -2.291498, 4.111213], [-4.019802, -3.065591, 0.664924], [-1.690186, 6.540217, -1.504015], [0.977106, -2.299605, 8.929038]],
  "forces_ev_per_angstrom": [[0.6, -0.3, 0.4], [0.0, -1.4, 0.3], [0.1, -0.1, -0.2], [0.0, 0.0, 0.0], [0.0, 0.0, 0.0], [-1.1, -0.9, -0.2], [0.4, -0.8, 0.3], [-0.2, 0.1, 0.0], [-0.1, 0.0, 0.1], [-0.2, -0.8, -0.4], [0.0, -0.1, 0.0], [0.0, 0.1, 0.1], [0.0, 0.0, 0.0], [0.0, 0.0, 0.0], [0.0, 0.0, 0.1], [-0.4, -0.1, -0.1], [0.2, 0.0, 0.0], [-0.1, 0.0, 0.2], [-0.6, 0.0, 1.2], [0.0, 0.0, 0.0], [0.2, 0.0, -0.2], [0.1, 0.0, 0.1], [0.1, 0.2, 0.0], [0.0, 0.0, 0.0], [0.0, 0.0, 0.0], [0.1, 0.0, 0.1], [0.0, 0.0, 0.0], [0.0, 0.1, -0.1], [-0.8, -1.6, 0.0], [0.1, -0.1, 0.1], [-0.4, 0.0, 0.3], [0.0, 0.0, 0.0], [0.1, 0.2, 0.0], [0.0, 0.1, 0.0], [0.0, 0.0, 0.0], [0.0, 0.0, 0.0], [-0.1, 0.0, 0.0], [-0.1, 0.1, -0.1], [0.2, 0.1, -0.3], [0.2, 0.1, 0.0], [0.0, 0.0, 0.0], [0.0, 0.0, 0.0], [-0.6, 0.5, 0.3], [0.0, 0.0, 0.0], [0.1, 0.2, -0.1], [0.0, 0.0, 0.0], [0.1, 0.1, 0.0], [-0.1, -0.3, 0.1], [-0.1, 0.1, 0.0], [0.2, 0.1, 0.2], [0.1, 0.1, -0.2], [0.0, -0.1, 0.0], [0.0, 0.0, 0.0], [-0.2, -0.2, -0.6], [1.1, -0.9, 0.0], [0.0, 0.0, 0.0], [-1.0, 1.2, -0.2], [0.2, -0.8, -0.1], [-0.2, 0.0, 0.0], [-0.1, -0.1, 0.0], [0.0, 0.0, 0.0], [0.0, 0.0, 0.0], [0.0, 0.0, 0.0], [0.1, 0.0, 0.1], [0.0, 0.0, 0.0], [0.3, 0.1, 0.1], [0.0, 0.0, 0.0], [0.0, 0.0, 0.0], [0.0, 0.0, 0.0], [0.0, 0.0, 0.0], [-0.1, 0.1, -0.1], [0.0, 0.0, 0.0], [0.1, -0.1, 0.0], [2.7, 5.4, -0.4], [0.0, 0.0, 0.0], [0.1, 0.1, 0.0], [0.2, 0.1, 0.0], [-0.1, -0.1, 0.0], [0.2, -0.5, -0.2], [0.0, 0.0, 0.0], [0.0, -0.2, -0.2], [0.0, 0.0, 0.0], [0.0, 0.0, -0.1], [0.0, 0.0, 0.0], [0.1, 0.0, 0.0], [0.0, 0.0, 0.0], [-0.2, 0.1, 0.3], [0.0, 0.0, 0.0], [0.0, 0.0, 0.0], [-0.5, 0.7, -0.3], [0.0, 0.0, 0.0], [0.0, 0.0, 0.0], [0.0, 0.0, 0.0], [0.0, 0.0, 0.0], [0.1, -0.1, 0.0], [0.0, 0.0, 0.0], [0.1, 0.1, -0.1], [0.0, 0.0, 0.0], [-0.6, -0.4, -0.2], [0.2, -0.3, -0.1], [0.0, 0.0, 0.0], [0.0, 0.0, 0.0], [0.0, 0.0, 0.0]]
}

[4]
{
  "formula": "C38H52CuO3Se",
  "method": "wB97M-V/def2-TZVPD",
  "total_charge": -1,
  "homo_energy_ev": -3.97,
  "e_above_lowest_kj_mol": 28.0,
  "elements": ["C", "Cu", "C", "C", "H", "C", "C", "C", "H", "H", "H", "O", "C", "H", "H", "C", "H", "O", "H", "H", "C", "C", "C", "H", "C", "H", "Se", "C", "C", "H", "H", "H", "H", "H", "C", "C", "C", "C", "C", "H", "H", "C", "H", "C", "C", "C", "H", "H", "H", "H", "C", "H", "H", "C", "C", "H", "H", "H", "C", "O", "H", "C", "C", "H", "H", "H", "H", "H", "H", "C", "H", "H", "C", "H", "C", "H", "H", "H", "H", "H", "C", "H", "H", "H", "H", "C", "H", "H", "H", "C", "H", "C", "C", "C", "H"],
  "coordinates": [[1.613309, -3.681906, 2.099230], [0.125436, -0.054447, -0.757236], [-5.854599, 5.020043, 0.209134], [-1.668682, -2.910067, 3.281082], [-4.511073, -1.214637, 4.672053], [-0.647884, -1.718273, 1.409580], [-4.235575, 3.089200, -0.055108], [1.671096, -1.563086, 3.422191], [5.014024, -3.689298, 0.153278], [0.292463, -4.599563, 4.310652], [-3.307352, -3.272363, 5.567776], [0.938269, -0.772310, -2.524206], [3.523373, -2.798317, -1.085698], [-6.040775, 3.532578, -2.094250], [-5.353953, -1.278929, 3.129169], [6.299073, -1.532579, 1.168471], [0.314286, -3.095376, 5.237794], [-0.263516, 1.861929, -0.284601], [3.743721, 1.738181, -1.407265], [0.650130, 3.374545, 1.040268], [-5.700529, 3.507988, 0.054748], [3.499599, -0.357840, -1.128801], [-3.083865, -1.872549, 1.696882], [2.733125, 0.984059, -2.653780], [-0.528020, -2.494508, 2.613158], [2.795384, -4.713822, -0.502693], [-2.322325, -0.546219, -0.688526], [0.809740, -3.646066, 4.435981], [-6.466983, 3.073450, -1.200632], [-6.285549, 1.749521, 1.201832], [1.830574, -3.861652, 4.761078], [-1.540969, -3.487047, 4.184816], [-5.839136, 3.133548, 2.193515], [2.032849, -4.155139, -1.968168], [4.589747, -0.371218, -0.269053], [-0.708424, 4.642311, -0.090581], [5.146787, -1.552084, 0.203030], [0.092075, 4.566453, -1.397512], [-6.345814, 2.835864, 1.274116], [6.582189, -0.513708, 1.429578], [1.184530, -0.975937, 4.204933], [0.228326, 4.374893, 1.096427], [-4.687254, 0.998436, -0.231560], [2.974137, -4.162747, -1.426710], [-5.069363, -1.868732, 4.000520], [2.966727, -1.594879, -1.531095], [-0.542868, 4.818257, -2.250101], [-0.318680, 4.467084, 2.037930], [-5.972584, -4.311384, 3.199973], [-5.985125, -2.184825, 4.507576], [-3.904039, 1.748303, -0.193805], [-5.454741, 5.561040, -0.650430], [-7.400494, 3.111484, 1.355207], [-5.066583, -3.982301, 2.684223], [-3.168719, 3.988591, -0.030234], [1.076512, -4.615885, 1.907403], [-7.518605, 3.364001, -1.129617], [-4.067449, -1.618977, 1.316543], [-1.836737, 3.611167, -0.112366], [0.410275, -1.316881, 0.783668], [-1.810360, 6.211508, 0.964641], [2.982627, 0.979617, -1.593400], [-3.885796, -3.870349, 4.861631], [-6.914642, 5.271816, 0.298340], [0.920390, 5.280239, -1.368578], [5.004870, 0.578480, 0.048016], [-5.365659, -3.451724, 1.779864], [-4.502006, -4.864915, 2.378388], [2.675063, -1.825270, 3.771559], [-2.590331, 1.312634, -0.281147], [1.752346, -0.951995, 2.527723], [0.489827, 3.563862, -1.542131], [-1.228464, 6.075134, 0.051417], [-0.373730, 6.753934, 0.097013], [1.787121, -1.653686, -2.440139], [-4.809875, -4.175416, 5.359806], [-5.347180, 5.390814, 1.101285], [1.710043, -2.534507, -3.100822], [2.072920, 1.287324, -1.070418], [6.042393, -2.055393, 2.091659], [-2.966774, -2.617508, 2.860504], [-3.312944, -4.772774, 4.640787], [-1.848985, 6.377325, -0.794602], [1.709405, -3.130268, 1.168985], [2.611718, -3.934380, 2.471598], [0.866281, -2.840274, 3.136842], [7.176270, -2.028885, 0.748392], [-3.392577, 5.039999, 0.065792], [1.037324, 5.111596, 1.104401], [-1.982949, -1.414351, 0.989299], [3.697410, -4.731094, -2.016224], [-1.495849, 2.228075, -0.236950], [-4.222364, -3.083512, 3.596563], [4.608675, -2.755111, -0.221176], [-6.423766, 1.991770, -1.332303]],
  "forces_ev_per_angstrom": [[0.1, -0.2, 0.0], [-0.3, 0.2, 0.2], [-0.1, 0.1, 0.0], [0.0, 0.0, 0.0], [0.0, 0.0, 0.0], [0.0, 0.2, 0.1], [0.1, -0.1, 0.0], [0.0, 0.0, 0.1], [0.0, 0.0, 0.0], [0.0, 0.0, 0.0], [0.0, 0.0, 0.0], [0.6, -0.7, -0.2], [0.1, -0.1, 0.1], [0.0, 0.0, 0.0], [0.0, 0.0, 0.0], [0.1, 0.0, 0.0], [0.0, 0.0, 0.0], [0.2, -0.2, -0.3], [0.0, 0.0, 0.0], [0.0, 0.0, 0.0], [0.1, 0.0, 0.0], [0.0, 0.1, 0.1], [0.0, 0.1, 0.0], [0.0, 0.0, 0.0], [-0.1, 0.1, -0.1], [0.0, 0.0, 0.0], [0.1, 0.1, -0.1], [0.1, 0.0, 0.0], [0.0, 0.0, 0.0], [0.0, 0.0, 0.0], [0.0, 0.0, 0.0], [0.0, 0.0, 0.0], [0.0, 0.0, 0.0], [0.0, 0.1, 0.0], [0.0, 0.0, 0.0], [0.0, 0.0, 0.0], [0.1, 0.1, 0.1], [0.0, 0.0, -0.1], [0.0, 0.0, 0.0], [0.0, 0.0, 0.0], [0.0, 0.0, 0.0], [0.0, 0.0, 0.1], [0.0, 0.0, 0.0], [0.0, -0.1, 0.0], [0.0, 0.0, 0.0], [-0.7, -0.1, -0.5], [0.0, 0.0, 0.0], [0.0, 0.0, 0.0], [0.0, 0.0, 0.0], [0.0, 0.0, 0.0], [0.0, 0.0, 0.1], [0.0, 0.0, 0.0], [0.0, 0.0, 0.0], [0.0, 0.0, 0.0], [0.0, 0.0, 0.0], [0.0, 0.0, 0.0], [0.0, 0.0, 0.0], [0.0, 0.0, 0.0], [-0.1, 0.0, 0.0], [-0.1, -0.2, -0.1], [0.0, 0.0, 0.1], [0.0, 0.0, 0.0], [0.0, 0.0, 0.1], [0.0, 0.0, 0.0], [0.0, 0.0, 0.0], [0.0, 0.0, 0.0], [0.0, 0.0, 0.0], [0.0, 0.0, 0.0], [0.0, 0.0, 0.0], [-0.1, 0.2, -0.1], [0.0, 0.0, 0.0], [0.0, 0.0, 0.0], [0.0, 0.0, 0.0], [0.0, 0.0, 0.0], [0.1, 0.7, 0.2], [0.0, 0.0, 0.0], [0.0, 0.0, 0.0], [0.0, 0.1, 0.1], [0.0, -0.1, 0.1], [0.0, 0.0, 0.0], [0.0, 0.0, -0.1], [0.0, 0.0, 0.0], [0.0, 0.0, 0.0], [0.0, 0.1, -0.1], [0.0, 0.0, 0.0], [-0.1, 0.0, 0.1], [0.0, 0.0, 0.0], [0.0, 0.1, 0.0], [0.0, 0.0, 0.0], [0.2, -0.3, 0.2], [0.0, 0.0, 0.0], [-0.2, -0.1, 0.2], [0.0, 0.0, 0.0], [-0.1, -0.1, 0.0], [0.0, 0.0, 0.0]]
}